170
Properties=species:S:1:pos:R:3:forces:R:3:lowdin_charge:R:1 method="wB97M-V/def2-TZVPD" e_above_lowest_kcal_mol=31.1 fmax_ev_per_a=3.38 homo_ev=-8.61 smiles=COCCNCCOC.COCCNCCOC.COCCNCCOC.COCCNCCOC.COCCNCCOC.OCCO.OCCO.OCCO.OCCO.OCCO e_tot_ev=-91571.2805 total_charge=0
C 18.775 -18.340 13.002 0.1471 1.0525 -1.0482 -0.078
O 19.893 -17.756 12.337 0.3900 -0.0061 0.4846 -0.200
C 19.907 -16.338 12.315 0.7120 0.5030 -0.5597 -0.217
C 20.236 -15.630 13.646 -0.0603 -0.2772 -0.1087 -0.185
N 21.400 -16.256 14.335 -1.0959 0.8243 -0.4241 -0.031
C 22.697 -15.618 14.124 0.7370 -0.6894 -0.5250 -0.195
C 23.230 -15.681 12.671 0.0744 -0.1623 0.1458 -0.195
O 23.270 -17.022 12.166 0.0436 0.7173 0.4282 -0.184
C 24.344 -17.773 12.707 0.1220 -0.4717 -1.4335 -0.109
H 18.991 -19.389 13.186 0.0768 0.1729 0.3550 0.089
H 17.948 -18.277 12.289 -0.4043 -0.1186 0.2654 0.086
H 18.557 -17.719 13.872 -0.2479 -0.5929 0.3769 0.082
H 19.020 -15.902 11.846 -0.4031 -0.1437 0.2450 0.116
H 20.716 -16.100 11.625 0.0770 -0.1936 0.0277 0.077
H 19.320 -15.595 14.241 0.1852 -0.4215 0.5603 0.095
H 20.399 -14.566 13.463 0.3220 0.0173 -0.3159 0.107
H 21.418 -17.175 13.907 0.4206 -0.2976 0.2528 0.089
H 23.395 -16.174 14.754 0.1182 -0.1067 -0.0103 0.107
H 22.794 -14.600 14.506 -0.6267 0.1838 -0.1020 0.106
H 24.235 -15.268 12.553 0.1878 0.1035 0.5042 0.087
H 22.648 -15.051 11.998 -0.3998 -0.3611 -0.0483 0.094
H 24.530 -18.558 11.970 -0.4525 -0.4817 0.3011 0.088
H 24.140 -18.203 13.687 0.0981 0.1538 0.0867 0.089
H 25.312 -17.269 12.633 -0.1066 0.6600 0.6574 0.083
C 17.796 -8.242 8.019 -1.3531 0.0102 -0.3825 -0.095
O 17.597 -8.623 9.386 1.6640 0.8303 -0.4818 -0.198
C 18.292 -7.646 10.199 -1.3365 -0.5483 0.8373 -0.170
C 18.011 -8.011 11.686 0.8566 0.2517 -0.6144 -0.156
N 19.227 -8.057 12.480 -0.0873 -1.3235 0.1184 -0.076
C 18.955 -8.586 13.820 1.0376 1.2060 0.0074 -0.181
C 20.210 -8.288 14.650 -0.3157 -1.4090 0.7229 -0.227
O 20.511 -6.954 14.919 0.5261 1.1438 -0.7725 -0.186
C 19.568 -6.165 15.595 -0.3718 0.0031 0.6247 -0.104
H 18.685 -7.650 7.800 0.1830 -0.0615 0.4241 0.086
H 16.913 -7.663 7.734 0.1133 0.4204 -0.1234 0.088
H 17.777 -9.073 7.313 0.2033 -0.4723 0.5216 0.063
H 17.880 -6.659 9.975 -0.0258 0.1329 -0.0364 0.120
H 19.358 -7.607 9.971 0.0726 -0.3312 0.0696 0.100
H 17.611 -9.025 11.730 -0.1901 0.0538 -0.1967 0.102
H 17.282 -7.354 12.168 -0.2530 0.1771 -0.2649 0.118
H 19.848 -7.260 12.465 -0.3690 0.3631 0.0115 0.106
H 18.781 -9.663 13.796 0.0194 -0.0482 -0.0204 0.100
H 18.059 -8.125 14.243 -0.1050 0.0131 0.2043 0.114
H 21.044 -8.729 14.099 0.2442 0.4504 -0.2000 0.108
H 20.252 -8.845 15.591 -0.6084 -0.1407 0.1652 0.112
H 18.626 -6.018 15.063 -0.0275 -0.2315 -0.1985 0.083
H 19.964 -5.168 15.791 0.4206 -0.0986 -0.3835 0.088
H 19.348 -6.557 16.592 -0.1481 -0.3587 0.0291 0.086
C 17.091 -14.223 8.099 0.0546 0.3713 0.8537 -0.083
O 16.557 -12.924 7.913 -0.9725 -0.3644 -0.5028 -0.210
C 16.904 -12.314 6.691 1.7907 0.6106 0.1354 -0.190
C 18.382 -11.903 6.786 1.1957 0.8605 -0.4106 -0.224
N 19.388 -12.815 6.254 0.1506 -0.6834 0.1611 -0.064
C 20.787 -12.397 6.473 -0.2530 -1.9064 0.6252 -0.169
C 21.316 -12.699 7.918 -2.1958 -0.0728 0.0690 -0.176
O 21.131 -14.116 8.199 0.5233 0.0760 -0.6379 -0.207
C 21.240 -14.487 9.576 0.0153 0.1019 -0.6403 -0.098
H 16.716 -14.547 9.070 -0.1599 -0.1670 -0.1182 0.086
H 18.174 -14.182 8.235 0.1528 -0.0952 -0.2221 0.071
H 16.819 -14.942 7.324 -0.0516 0.1217 -0.1763 0.097
H 16.385 -11.363 6.569 -0.5480 -0.2441 0.3690 0.116
H 16.719 -12.914 5.797 -0.0828 -0.3268 0.1116 0.124
H 18.594 -11.652 7.831 -0.2997 0.0016 0.3188 0.113
H 18.616 -10.976 6.254 -0.5946 0.2358 -0.1464 0.102
H 19.286 -13.685 6.761 0.1595 -0.3102 -0.3020 0.068
H 20.926 -11.403 6.051 0.2269 0.1828 0.5793 0.098
H 21.430 -13.092 5.926 -0.1758 0.1336 -0.6717 0.111
H 20.602 -12.312 8.650 0.6179 1.2358 0.1854 0.100
H 22.339 -12.324 7.957 0.1422 -0.2597 0.6150 0.117
H 22.210 -14.159 9.951 -0.0135 -0.0665 0.3239 0.080
H 21.133 -15.568 9.661 0.4372 -0.0685 -0.4726 0.086
H 20.420 -14.145 10.214 -0.0633 0.7451 -0.1316 0.077
C 23.615 -9.707 15.913 0.0824 0.0705 -0.0014 -0.118
O 23.703 -9.717 17.317 -0.6577 0.1108 -0.0898 -0.196
C 22.479 -9.285 17.933 1.3706 0.4154 -0.5725 -0.199
C 22.906 -9.139 19.381 0.0724 -2.0948 0.0598 -0.240
N 21.862 -8.829 20.312 -0.4745 1.6165 -0.0209 -0.050
C 21.592 -7.376 20.227 -0.9498 0.2200 1.1442 -0.191
C 20.545 -6.834 21.241 0.5147 -1.1044 -0.6863 -0.243
O 21.072 -6.688 22.543 -0.3355 0.0106 0.2379 -0.198
C 20.171 -5.929 23.370 1.0948 -0.4098 -0.3734 -0.094
H 23.672 -8.699 15.489 0.2911 0.2808 0.1447 0.085
H 22.658 -10.079 15.541 0.1416 -0.5494 0.0536 0.049
H 24.464 -10.304 15.582 -0.2419 -0.0295 -0.4056 0.089
H 21.712 -10.043 17.765 -0.1596 -0.0189 0.3707 0.111
H 22.174 -8.371 17.415 -0.1967 0.2828 0.2484 0.113
H 23.847 -8.593 19.492 -0.1860 0.6640 -0.2743 0.124
H 23.212 -10.167 19.595 0.0965 -0.0845 0.1949 0.126
H 22.169 -9.078 21.243 -0.0656 0.1459 0.1189 0.111
H 21.138 -7.162 19.259 0.2006 -0.1275 -0.1853 0.105
H 22.493 -6.765 20.330 0.2341 -0.0045 -0.0845 0.119
H 19.735 -7.570 21.240 -0.2662 -0.0041 0.1615 0.119
H 20.132 -5.905 20.843 0.1456 0.2964 0.1510 0.114
H 19.158 -6.325 23.295 -0.1615 0.3321 -0.1990 0.086
H 20.317 -4.894 23.059 -0.7489 0.2023 0.1114 0.087
H 20.475 -6.013 24.413 0.2134 -0.1443 -0.0970 0.083
C 22.499 -8.111 7.788 -0.1348 -0.5580 0.2056 -0.104
O 22.067 -7.347 6.661 1.1322 -1.3860 -0.2041 -0.162
C 21.877 -8.243 5.552 -1.0407 0.7253 -0.7489 -0.224
C 22.737 -7.924 4.340 0.9766 -0.9708 0.5616 -0.196
N 24.061 -8.559 4.482 0.3733 0.8352 -0.4046 -0.066
C 24.953 -8.000 3.447 0.1437 -0.4566 1.2627 -0.221
C 26.174 -8.893 3.336 -0.5332 -0.0224 0.0898 -0.220
O 25.764 -10.168 2.814 0.6591 0.9064 -0.7617 -0.192
C 26.880 -10.999 2.594 -0.3192 -1.2257 0.8071 -0.129
H 22.985 -7.528 8.569 -0.4901 0.5407 -0.1245 0.076
H 23.247 -8.877 7.568 0.1455 0.1251 -0.6089 0.084
H 21.638 -8.675 8.156 -0.0650 0.1458 0.5160 0.078
H 20.818 -8.173 5.289 -0.1027 0.1822 -0.1975 0.116
H 22.014 -9.310 5.740 0.2987 0.0617 0.7279 0.095
H 22.924 -6.855 4.245 -0.4301 0.0344 -0.1852 0.121
H 22.369 -8.409 3.432 -1.0081 0.7445 -0.1479 0.121
H 23.966 -9.547 4.283 -0.0435 -0.1183 0.0219 0.098
H 25.223 -6.994 3.773 0.3581 -0.0374 0.1448 0.119
H 24.489 -7.824 2.472 -0.1878 -0.5103 -0.2386 0.117
H 26.613 -9.131 4.308 0.0120 0.5087 0.2565 0.122
H 26.907 -8.332 2.752 0.2575 -0.5777 -0.4777 0.120
H 27.605 -10.683 1.843 -0.1862 0.3967 -0.0760 0.088
H 26.514 -11.997 2.348 -0.2141 0.1667 -0.4798 0.086
H 27.390 -11.206 3.541 0.3642 0.4541 0.1283 0.084
O 24.739 -7.396 11.290 -0.2647 -1.0121 -1.7295 -0.094
C 24.053 -6.151 11.379 0.7070 -0.8004 3.2079 -0.213
C 22.650 -6.252 12.059 0.9670 0.7021 -1.7425 -0.219
O 21.664 -6.370 11.059 -1.0742 0.0698 -0.0358 -0.082
H 24.963 -7.793 12.134 -0.2583 0.4459 0.2656 0.076
H 24.694 -5.649 12.110 -0.2421 1.0628 -0.2422 0.108
H 24.083 -5.642 10.419 -0.3108 -0.2083 0.0124 0.123
H 22.482 -5.282 12.529 -0.2151 -0.0737 0.1244 0.118
H 22.571 -7.032 12.818 0.2957 -0.1276 0.0133 0.109
H 21.702 -7.209 10.589 0.2403 -0.2544 0.2015 0.056
O 15.488 -11.228 11.777 -0.8564 -0.6079 1.6674 -0.055
C 16.479 -11.478 10.832 1.4709 1.2798 -0.9869 -0.260
C 17.732 -12.145 11.390 -1.4315 -1.0253 0.5843 -0.194
O 17.444 -13.536 11.658 0.4886 -0.0145 -0.1086 -0.090
H 14.709 -10.935 11.300 -0.0422 -0.0058 0.0827 0.091
H 16.062 -12.044 9.999 0.4000 -0.0250 -0.1474 0.112
H 16.799 -10.475 10.535 0.2344 -0.2752 -0.9087 0.088
H 18.039 -11.691 12.336 0.0357 0.3587 -0.0269 0.109
H 18.572 -12.124 10.697 -0.1860 0.1264 -0.1853 0.108
H 16.666 -13.562 12.223 -0.0569 0.0778 0.0491 0.080
O 24.502 -12.603 11.806 -0.1870 -0.0502 0.0288 -0.103
C 25.583 -12.716 12.734 1.1185 -1.1745 -1.5804 -0.187
C 26.650 -13.673 12.124 1.1848 0.5979 0.7400 -0.217
O 27.634 -12.930 11.368 -1.0603 0.3516 -0.5883 -0.083
H 24.870 -12.240 10.994 -0.1120 0.1077 -0.1100 0.107
H 26.032 -11.728 12.833 0.0315 -0.0967 0.8006 0.128
H 25.185 -13.215 13.616 0.0039 0.5752 0.2515 0.120
H 26.128 -14.446 11.558 0.0805 0.0469 -0.2505 0.107
H 27.327 -14.130 12.850 -0.9432 -0.4114 0.7630 0.117
H 28.283 -13.553 11.035 -0.0023 -0.0067 -0.0578 0.080
O 20.594 -13.396 17.903 -0.6754 -0.4748 -0.0824 -0.048
C 20.301 -13.502 16.518 -0.2613 0.8286 -0.8465 -0.231
C 20.251 -12.094 15.921 1.0320 -0.4867 -0.7425 -0.244
O 19.020 -11.428 16.006 -0.6825 0.0671 0.2459 -0.056
H 20.114 -14.128 18.302 0.2236 0.0467 0.4325 0.085
H 20.991 -14.173 16.002 0.4711 0.3196 0.0473 0.092
H 19.329 -13.936 16.265 -0.3042 -0.0856 0.5989 0.119
H 20.460 -12.167 14.852 -0.0209 -0.1012 0.0115 0.092
H 21.051 -11.467 16.322 0.1193 -0.1734 0.2218 0.095
H 18.766 -11.332 16.928 0.0708 -0.0113 0.0979 0.093
O 22.490 -11.476 13.404 -1.2901 0.1706 0.2881 -0.097
C 21.338 -11.220 12.554 1.6889 -0.9873 0.0073 -0.196
C 21.863 -10.527 11.292 -0.9582 0.7517 0.2110 -0.218
O 20.829 -9.732 10.734 0.1736 -0.3466 -0.8712 -0.095
H 23.152 -11.933 12.870 -0.0094 -0.0049 -0.2973 0.025
H 20.814 -12.156 12.339 0.2254 -0.2847 -0.3964 0.103
H 20.558 -10.691 13.101 0.5342 0.7136 0.1077 0.086
H 22.230 -11.219 10.533 -0.3174 -0.2654 0.0052 0.101
H 22.720 -9.884 11.510 0.0904 -0.0209 0.4941 0.112
H 20.323 -9.332 11.459 -0.2260 0.4629 0.2108 0.030